1.
Below is a structure of composition C59H50ClGeOP2Zn, with properties calculated with ωB97M-V/def2-TZVPD.

Computed properties:
* relative energy (zero: lowest compared OMol25 entry of this formula, charge and spin): 31.71 kcal per mole
* highest occupied orbital energy: -3.275 eV
* E_LUMO: 2.10 eV
* HOMO-LUMO gap: 5.376 eV

```
! wB97M-V def2-TZVPD RIJCOSX def2/J DEFGRID3
* xyz -1 1
H -5.717 1.307 5.405
C -3.194 2.244 -0.614
C -0.630 4.026 -1.746
H -5.183 -5.185 4.484
C -1.625 0.972 -3.851
C 3.029 -0.309 -0.608
H 1.454 3.164 -6.186
C -4.147 -0.606 2.430
C -0.078 2.766 -1.979
H 1.879 4.901 -6.356
H 4.390 5.092 -5.053
H -0.647 6.091 -2.123
Ge -1.741 -1.508 3.837
C -1.683 2.128 1.221
O 1.459 1.521 -3.372
C -1.908 -5.835 3.988
H 4.580 -2.434 -0.755
C -0.539 -1.300 2.415
C -3.779 3.168 1.587
C 2.711 3.841 -4.550
C 3.443 0.237 -3.340
C -1.560 0.411 -2.578
H 3.092 3.629 -6.597
H -0.299 -0.263 2.283
H -3.454 -1.392 -5.395
H 4.878 -5.891 -3.255
H -4.465 3.750 2.252
C -2.933 -1.489 -3.257
H -3.624 1.999 -1.552
Zn -0.596 -2.628 1.135
Cl -1.979 -4.723 -0.992
C -0.488 -1.352 7.941
C -2.518 2.750 2.095
H 5.411 -4.685 -1.033
H 4.827 0.722 -1.340
C -0.163 0.757 6.983
C -1.460 -4.542 3.921
H -3.442 -2.424 -3.010
C 3.576 -2.373 -2.591
C -5.857 0.811 3.345
C 3.820 -4.256 -4.061
H -1.192 -6.648 3.781
H 1.839 -0.067 2.591
C 4.758 0.103 -3.833
H -3.632 -7.229 4.223
C 2.819 1.426 -3.723
C 3.410 2.482 -4.413
C -5.345 0.107 2.263
C 0.936 2.726 -2.962
C 2.489 0.053 1.716
H 3.867 1.284 2.787
H -0.616 1.060 4.903
H -0.455 -4.438 3.615
H -4.413 -3.036 4.525
C 4.409 1.129 0.697
C -3.229 -6.177 4.259
C -2.185 -0.787 -2.276
C -1.043 -1.807 6.760
H 4.183 4.882 -3.309
H 5.220 2.986 -5.526
C -4.079 -5.077 4.370
H 0.025 -3.569 -1.139
H -1.223 1.965 -4.024
H -1.461 -2.819 6.702
P -0.588 1.208 -1.263
C -5.155 0.900 4.554
C 3.640 4.982 -4.279
H 0.278 0.329 9.027
C 4.906 -4.249 -1.884
C -4.106 2.874 0.281
C -0.098 -0.046 8.093
H 1.218 -0.931 0.325
H 5.331 1.749 0.781
C -0.487 -3.995 -0.287
C -3.963 0.186 4.742
H -5.035 3.249 -0.150
C -2.381 0.313 -4.843
H -6.791 1.303 3.298
H 5.347 -0.804 -3.699
C 5.364 1.096 -4.602
H 2.546 -2.642 -4.469
H -0.507 -2.059 8.735
C -0.672 0.386 5.780
C 4.166 0.531 -0.517
H -2.498 0.893 -5.788
H 6.368 0.983 -4.870
C 4.695 2.306 -4.850
C -3.015 -0.886 -4.539
C -0.068 5.146 -2.272
C 2.198 3.950 -6.004
P 2.471 -0.946 -2.262
C 4.524 -4.889 -3.037
H -1.998 -1.228 -1.287
C -2.315 -3.418 3.945
H 3.126 5.954 -4.155
H -5.882 0.000 1.292
C 2.172 -0.497 0.474
H -3.482 0.285 5.708
C 3.303 -2.998 -3.790
H 0.083 -4.821 0.087
H -0.762 1.735 1.633
C 4.483 -2.924 -1.709
C -1.151 -0.974 5.649
H -1.555 4.075 -1.131
C 3.602 0.865 1.800
C -3.650 -3.762 4.253
C 1.011 5.112 -3.155
C 1.513 3.905 -3.564
C -3.419 -0.541 3.659
H -3.773 -1.172 1.598
H 0.169 1.776 7.085
C -1.959 1.823 -0.135
H 3.659 -4.713 -5.018
H -2.187 2.890 3.126
H 1.403 6.048 -3.477
*
```


2.
Below is a structure of composition C59H52AsN9OPdSi, with properties calculated with ωB97M-V/def2-TZVPD.

Computed properties:
* relative energy (zero: lowest compared OMol25 entry of this formula, charge and spin): 10.36 kcal per mole
* highest occupied orbital energy (spin up / spin down): -5.297 / -8.333 eV
* ⟨S²⟩: 6.100
* E_LUMO (spin up / spin down): -0.22 / -2.39 eV
* HOMO-LUMO gap (spin up / spin down): 5.074 / 5.939 eV

```
! wB97M-V def2-TZVPD RIJCOSX def2/J DEFGRID3
* xyz 0 5
C -0.723 2.112 4.262
O -2.443 1.114 -0.509
C 2.252 -2.629 -2.439
C 2.473 -6.054 -4.012
C 2.423 2.501 1.215
N -1.257 -2.923 -2.302
H 3.358 3.002 0.970
H 0.814 -0.827 5.618
C 5.541 2.286 -1.815
C 0.707 -4.245 -2.909
H -2.907 3.027 2.220
N 0.609 -0.663 0.567
H -1.224 2.864 4.870
C 2.984 -4.876 -3.502
H -2.604 -2.446 1.176
C 3.531 -0.717 -2.104
C -3.758 -0.137 4.393
H -1.787 3.614 0.983
C -2.623 -1.367 1.012
N 3.430 -2.010 -2.291
C 1.725 -4.454 1.855
H -3.550 -1.137 0.483
C -0.813 3.311 -3.607
H -4.418 -1.537 2.920
H 3.254 -4.323 0.348
H 1.697 3.257 1.522
H 0.738 -7.259 -4.400
N 1.028 -2.145 -2.085
H 0.164 -4.240 3.324
H -2.878 1.405 5.595
C 1.098 -6.331 -3.974
H 6.252 0.946 3.967
H -4.485 -0.783 6.302
H -4.334 2.858 -2.372
C 2.089 -3.964 -2.951
C 6.824 1.811 -1.589
H -2.713 3.756 -4.501
H 6.281 -1.555 -1.688
C -1.688 4.072 -4.362
H 4.680 2.037 2.508
C 3.886 1.403 2.886
H -3.608 4.218 -1.536
C -2.835 3.405 1.201
H 1.079 -2.112 4.448
C -1.857 -1.773 -2.084
C 0.693 -3.775 2.502
C 0.203 -5.436 -3.420
C 3.086 -0.222 4.411
H -6.011 1.634 0.368
H -6.272 -2.888 -3.249
H -3.382 4.350 1.161
C 0.132 5.615 -4.779
H -1.862 5.853 -5.535
H 1.986 -5.459 2.161
Pd 0.607 -0.188 -1.797
C -2.381 0.470 -1.781
C -2.790 0.819 4.686
H 2.690 -2.030 -0.289
C -2.589 -0.609 2.316
H 5.790 -0.578 4.744
C 4.523 1.355 -1.964
H -1.798 -1.099 0.359
C -5.521 -2.175 -2.932
N 2.468 2.592 -2.477
C 0.063 -3.074 -2.377
H -4.992 0.234 0.665
H -5.193 1.163 -2.361
C -3.301 -1.648 -2.295
C 1.811 -0.188 3.843
H -5.585 -1.124 4.960
H 0.088 1.682 4.851
N 2.537 0.211 -2.189
C 5.497 0.460 4.584
C 0.991 -1.868 1.024
C 0.335 -2.509 2.108
H 4.043 -4.657 -3.542
C -5.861 -0.834 -2.797
C -1.575 0.284 2.671
H -0.462 -1.985 2.609
H -5.257 3.735 -1.130
H 2.062 5.110 -3.957
N -2.147 1.478 -2.774
C -3.653 -0.819 3.196
C 2.629 1.479 2.302
H 7.634 2.515 -1.448
H 8.112 0.109 -1.367
C 7.097 0.443 -1.538
H -5.071 1.530 1.855
C 1.165 2.643 -2.677
Si -3.607 2.226 -0.046
N 0.208 1.734 -2.267
C 4.141 0.539 3.940
C -1.202 5.234 -4.941
C 2.088 -2.548 0.439
C -3.639 -0.312 -2.139
H 5.332 3.347 -1.875
C 1.577 0.656 2.746
H -3.914 -3.626 -2.843
C 0.528 3.685 -3.453
C 0.801 -1.062 4.552
C -1.009 2.076 -2.843
C -4.221 -2.599 -2.699
H 3.142 -6.775 -4.465
C 2.428 -3.820 0.833
C -1.712 1.050 3.846
N -1.346 -0.583 -1.740
C 6.085 -0.491 -1.707
C -4.880 -0.397 5.360
C 4.799 -0.020 -1.908
C -5.053 1.317 0.784
C 3.097 1.481 -2.183
C -4.269 3.358 -1.409
H -5.417 0.526 5.584
C -4.920 0.118 -2.418
H -0.860 -5.634 -3.389
H 3.245 -0.879 5.261
H -0.212 -0.933 4.196
C 1.019 4.838 -4.053
H -0.275 2.611 3.402
As -0.032 0.789 1.506
H 5.485 0.954 5.557
H 2.039 2.032 0.314
H 0.481 6.529 -5.241
H -6.875 -0.519 -3.011
*
```


Q: Among the records above, which one has the lowest relative energy (zero: lowest compared OMol25 entry of this formula, charge and spin)?
A: C59H52AsN9OPdSi